Run a
Density functional theory data (wB97M-V/def2-TZVPD) for a 2-piece molecular cluster, C5H7NS2 overall.

The geometry in XYZ format:
```
15
C5H7NS2 (wB97M-V/def2-TZVPD)
C 0.697 1.356 -0.459
C -2.915 -0.338 0.038
C 0.719 -0.181 1.434
H 1.558 -0.829 1.688
N 0.816 2.514 -0.816
H 0.787 0.732 2.022
H 0.006 3.080 -1.042
S -2.517 -1.791 -0.323
C 0.878 -1.044 -0.977
S -3.318 1.115 0.402
H 0.376 -1.914 -0.554
H 0.444 -0.824 -1.950
H 1.929 -1.302 -1.120
C 0.745 0.126 -0.039
H -0.206 -0.699 1.696
```

Output
Multiplicity: 1
HOMO, eV: -8.2
Frontier orbital gap, eV: 8.07



Run b
Density functional theory data (wB97M-V/def2-TZVPD) for the molecule C5H7NS2.

The geometry in XYZ format:
```
15
C5H7NS2 (wB97M-V/def2-TZVPD)
S 1.292 -1.460 -1.905
C -1.130 0.125 1.656
H 1.460 -1.211 2.024
C 0.599 -1.842 1.665
H 0.186 -2.396 2.478
H 0.699 0.853 -1.693
H -1.126 -1.753 0.480
C -0.701 1.020 0.517
C 0.652 -0.123 -1.220
C -0.488 -1.040 0.974
H -0.631 0.407 2.567
S -0.848 2.579 0.045
H 1.065 -2.458 0.894
N -0.026 -0.033 -0.050
H -2.178 0.034 1.811
```

Output
Multiplicity: 1
HOMO, eV: -8.8
Frontier orbital gap, eV: 7.96
SMILES string: C[C@H]1CC(=S)N1C=S



Relative energy of each structure, in eV: run a 0.454; run b 0.000.



Run a
Density functional theory data (wB97M-V/def2-TZVPD) for a 2-piece molecular cluster, C2H3NO2 overall.

The geometry in XYZ format:
```
8
C2H3NO2 (wB97M-V/def2-TZVPD)
O 1.346 1.000 -0.260
H -0.407 1.154 -1.250
H 0.556 -2.712 0.055
O -1.301 -0.215 0.830
H -0.213 2.154 0.293
C -0.553 -1.047 0.533
N 0.334 -1.757 0.197
C 0.239 1.424 -0.398
```

Output
Multiplicity: 1
HOMO, eV: -9.9
Frontier orbital gap, eV: 10.70
SMILES string: N=C=O.C=O



Run b
Density functional theory data (wB97M-V/def2-TZVPD) for the molecule C2H3NO2.

The geometry in XYZ format:
```
8
C2H3NO2 (wB97M-V/def2-TZVPD)
C -0.407 0.029 0.922
C 0.734 -0.125 -1.180
O -0.434 0.336 -1.470
N 0.218 0.766 -0.257
H -0.445 -0.970 0.797
H 0.120 0.332 1.939
O 1.585 -0.879 -1.530
H -1.371 0.511 0.780
```

Output
Multiplicity: 1
HOMO, eV: -10.7
Frontier orbital gap, eV: 11.57
SMILES string: CN1OC1=O



Run c
Density functional theory data (wB97M-V/def2-TZVPD) for the molecule C2H3NO2.

The geometry in XYZ format:
```
8
C2H3NO2 (wB97M-V/def2-TZVPD)
O 2.027 0.813 0.079
O 2.377 -0.551 0.222
H 0.339 0.985 -1.292
H -1.005 -0.553 -0.150
C 0.858 0.477 -0.492
N 1.008 -0.965 -0.575
C 0.001 -0.367 0.342
H 0.114 -0.383 1.323
```

Output
Multiplicity: 1
HOMO, eV: -9.4
Frontier orbital gap, eV: 10.24
SMILES string: C1[C@H]2OON12



Relative energy of each structure, in eV: run a 0.000; run b 2.267; run c 6.100.



Run a
Density functional theory data (wB97M-V/def2-TZVPD) for the molecule C2H3NO2.

The geometry in XYZ format:
```
8
C2H3NO2 (wB97M-V/def2-TZVPD)
H 0.594 0.780 -1.469
C -0.797 0.050 -0.329
H -1.862 -0.101 -0.192
O -0.253 -1.586 1.314
C 0.081 -0.603 0.718
N -0.417 0.690 -1.338
O 1.273 -0.019 0.911
H 1.380 0.789 0.385
```

Output
Multiplicity: 1
HOMO, eV: -10.5
Frontier orbital gap, eV: 10.54
SMILES string: [H]/N=C\C(=O)O



Run b
Density functional theory data (wB97M-V/def2-TZVPD) for the molecule C2H3NO2.

The geometry in XYZ format:
```
8
C2H3NO2 (wB97M-V/def2-TZVPD)
H 0.070 -1.624 0.207
C -1.021 0.621 -0.157
H -1.298 1.594 -0.559
O 1.968 -0.967 0.668
C 0.848 -0.848 0.202
O -1.863 -0.142 0.401
N 0.292 0.335 -0.218
H 1.003 1.031 -0.543
```

Output
Multiplicity: 1
HOMO, eV: -10.5
Frontier orbital gap, eV: 10.83
SMILES string: O=CNC=O



Relative energy of each structure, in eV: run a 0.351; run b 0.000.



Run a
Density functional theory data (wB97M-V/def2-TZVPD) for the molecule C2H3NO2.

The geometry in XYZ format:
```
8
C2H3NO2 (wB97M-V/def2-TZVPD)
H 0.312 1.592 -1.052
H -0.519 -1.609 0.997
O 0.781 -2.630 -0.098
C 0.163 -1.666 0.168
H -0.737 2.690 0.048
N -0.319 0.468 0.438
C -0.292 1.614 -0.240
O 0.611 -0.459 -0.260
```

Output
Multiplicity: 1
HOMO, eV: -10.7
Frontier orbital gap, eV: 11.11
SMILES string: C=NOC=O



Run b
Density functional theory data (wB97M-V/def2-TZVPD) for the molecule C2H3NO2.

The geometry in XYZ format:
```
8
C2H3NO2 (wB97M-V/def2-TZVPD)
H -0.823 0.167 0.789
C -0.428 -0.200 -0.141
H 1.258 0.884 0.425
O 1.598 0.190 -1.375
O 3.230 1.203 -2.361
N 2.761 0.965 -1.340
C 0.769 0.383 -0.353
H -1.058 -0.756 -0.868
```

Output
Multiplicity: 1
HOMO, eV: -9.7
Frontier orbital gap, eV: 9.63
SMILES string: C=CON=O



Run c
Density functional theory data (wB97M-V/def2-TZVPD) for a 2-piece molecular cluster, C2H3NO2 overall.

The geometry in XYZ format:
```
8
C2H3NO2 (wB97M-V/def2-TZVPD)
H -0.407 -0.275 1.213
H 2.096 -0.232 0.292
O 0.602 1.202 -0.009
C -0.098 0.002 0.275
C 1.165 -0.008 -0.311
N -2.041 -0.145 -0.500
H 1.472 -0.187 -1.325
O -2.790 -0.357 0.364
```

Output
Multiplicity: 1
HOMO (alpha / beta), eV: -8.3 / -8.3
Frontier orbital gap (alpha / beta), eV: 8.12 / 8.12



Relative energy of each structure, in eV: run a 0.000; run b 0.954; run c 2.802.



Run a
Density functional theory data (wB97M-V/def2-TZVPD) for C2H3NO2 as an isolated structure.

The geometry in XYZ format:
```
8
C2H3NO2 (wB97M-V/def2-TZVPD)
O 1.672 -1.479 -1.005
H -1.096 1.358 1.166
N 0.504 0.152 0.551
C -0.700 0.638 0.442
C 0.652 -0.933 -0.885
H 1.088 0.438 1.328
H -0.671 -0.452 -1.063
O -1.450 0.278 -0.534
```

Output
Multiplicity: 1
HOMO, eV: -9.3
Frontier orbital gap, eV: 10.15



Run b
Density functional theory data (wB97M-V/def2-TZVPD) for a 3-piece molecular cluster, C2H3NO2 overall.

The geometry in XYZ format:
```
8
C2H3NO2 (wB97M-V/def2-TZVPD)
H -1.300 2.084 -0.137
H -2.198 -1.746 0.320
O 2.299 -0.526 -0.656
O 1.694 -1.037 0.584
C -0.282 1.800 0.216
C 1.072 -0.184 -0.243
N 0.296 0.787 -0.142
H -1.582 -1.177 0.058
```

Output
Multiplicity: 1
HOMO, eV: -8.4
Frontier orbital gap, eV: 8.64



Relative energy of each structure, in eV: run a 0.000; run b 6.860.



Run a
Density functional theory data (wB97M-V/def2-TZVPD) for the molecule C2H3NO2.

The geometry in XYZ format:
```
8
C2H3NO2 (wB97M-V/def2-TZVPD)
C 0.507 0.233 0.553
H -1.415 -0.807 0.685
N -1.221 0.154 0.894
O -1.288 0.941 -0.366
H 1.111 -0.702 0.535
C 0.053 0.922 -0.632
O 0.807 1.524 0.498
H 0.515 0.855 -1.512
```

Output
Multiplicity: 1
HOMO, eV: -10.1
Frontier orbital gap, eV: 10.96
SMILES string: N1O[C@H]2O[C@@H]12



Run b
Density functional theory data (wB97M-V/def2-TZVPD) for a 2-piece molecular cluster, C2H3NO2 overall.

The geometry in XYZ format:
```
8
C2H3NO2 (wB97M-V/def2-TZVPD)
O 0.167 -1.001 1.061
H -2.246 1.503 0.256
O 0.139 0.697 -1.464
N -1.934 0.780 -0.387
H 1.449 -0.206 -0.166
H 2.054 -1.649 1.029
C -0.862 0.779 -0.920
C 1.233 -0.903 0.591
```

Output
Multiplicity: 1
HOMO, eV: -9.9
Frontier orbital gap, eV: 10.63
SMILES string: N=C=O.C=O



Run c
Density functional theory data (wB97M-V/def2-TZVPD) for the molecule C2H3NO2.

The geometry in XYZ format:
```
8
C2H3NO2 (wB97M-V/def2-TZVPD)
N 0.044 0.465 -0.274
O 1.289 -1.423 -0.152
O -1.495 -1.307 -0.004
C 1.258 -0.205 0.101
H -0.022 1.462 0.221
C -1.183 -0.151 -0.066
H 2.018 0.510 0.195
H -1.909 0.649 -0.022
```

Output
Multiplicity: 1
HOMO, eV: -10.1
Frontier orbital gap, eV: 10.37
SMILES string: O=CNC=O



Run d
Density functional theory data (wB97M-V/def2-TZVPD) for C2H3NO2 as an isolated structure.

The geometry in XYZ format:
```
8
C2H3NO2 (wB97M-V/def2-TZVPD)
H 0.416 0.300 -1.951
C 0.581 0.491 -0.841
C 0.077 -0.500 0.058
H 0.256 1.534 -0.695
H -0.533 -1.349 -0.015
O 1.425 -0.392 -0.146
O -1.608 -0.338 1.907
N -0.615 0.254 1.684
```

Output
Multiplicity: 1
HOMO, eV: -8.5
Frontier orbital gap, eV: 8.50



Relative energy of each structure, in eV: run a 4.515; run b 0.231; run c 0.000; run d 4.363.